(1)
Molecular formula: C23H60N2O8
Method: DFT, ωB97M-V/def2-TZVPD

* HOMO-LUMO gap: 8.0059 eV
* maximum force: 0.072 Eh/bohr
* E_tot: -1623.536026 Eh

Atoms and positions in Å:
O  1.475  -0.666  -0.520
H  0.870  -0.277  -1.152
H  1.588  -1.568  -0.819
C  2.331  -3.573  -3.977
O  2.375  -4.578  -3.002
H  2.223  -2.663  -3.387
H  3.276  -3.558  -4.520
H  1.437  -3.664  -4.594
H  2.172  -5.434  -3.387
C  4.660  -0.834  -1.895
O  3.836  0.285  -1.588
H  4.201  -1.673  -1.373
H  4.765  -0.979  -2.970
H  5.615  -0.693  -1.389
H  2.978  0.102  -1.197
C  4.044  -1.311  1.753
O  2.652  -1.459  1.974
H  4.399  -2.190  1.216
H  4.258  -0.441  1.131
H  4.693  -1.068  2.594
H  2.209  -1.406  1.124
C  1.312  -4.371  0.167
O  1.958  -3.326  -0.602
H  0.939  -3.982  1.114
H  0.567  -4.852  -0.466
H  2.094  -5.107  0.354
H  2.063  -3.636  -1.504
C  0.304  0.041  -3.679
O  -0.236  0.068  -2.381
H  -0.116  0.891  -4.217
H  1.357  0.208  -3.453
H  0.128  -0.894  -4.211
H  -1.155  0.343  -2.422
C  0.512  3.225  -0.957
C  1.060  4.566  -0.344
C  0.060  5.051  0.710
C  0.128  4.460  2.107
C  1.648  4.582  2.558
C  2.717  4.080  1.593
N  2.410  4.564  0.226
O  3.412  4.159  -0.655
C  4.013  4.507  2.182
C  2.555  2.500  1.637
C  1.013  5.663  -1.459
H  -0.266  3.409  -1.697
H  0.222  2.461  -0.236
H  1.333  2.814  -1.545
H  0.261  6.110  0.877
H  -0.960  5.068  0.325
H  -0.246  3.436  2.080
H  -0.555  4.929  2.815
H  1.993  4.319  3.557
H  1.794  5.651  2.710
H  4.909  4.072  1.739
H  4.198  5.580  2.223
H  4.161  4.269  3.235
H  1.611  2.112  1.254
H  3.218  2.089  0.876
H  2.779  2.051  2.605
H  0.059  5.833  -1.958
H  1.789  5.504  -2.207
H  1.289  6.621  -1.018
H  3.305  3.209  -0.734
C  -2.607  -3.065  2.123
C  -2.862  -2.064  0.959
C  -2.942  -2.793  -0.428
C  -4.285  -3.568  -0.656
C  -5.456  -2.648  -0.480
C  -5.448  -1.826  0.847
N  -4.117  -1.344  1.196
O  -4.075  -0.561  2.309
C  -6.349  -0.542  0.617
C  -6.080  -2.679  2.047
C  -1.701  -1.098  0.809
H  -1.657  -3.566  1.942
H  -3.419  -3.793  2.141
H  -2.530  -2.586  3.099
H  -2.856  -2.118  -1.280
H  -2.135  -3.507  -0.592
H  -4.445  -4.488  -0.094
H  -4.235  -3.929  -1.684
H  -6.352  -3.264  -0.410
H  -5.493  -2.000  -1.355
H  -5.956  -0.004  -0.246
H  -7.326  -0.959  0.374
H  -6.365  0.154  1.456
H  -7.036  -2.989  1.624
H  -5.479  -3.559  2.272
H  -6.279  -2.123  2.964
H  -1.940  -0.379  0.026
H  -0.797  -1.652  0.555
H  -1.518  -0.443  1.661
H  -3.959  -1.235  2.983

Atom charges from the Löwdin analysis, given in e for atoms 1 to 2: -0.058, -0.004

=====

(2)
Molecular formula: C23H62F3FeN8O11
Method: DFT, ωB97M-V/def2-TZVPD

* HOMO-LUMO gap (alpha / beta): 6.9423 / 4.0742 eV
* maximum force: 0.072 Eh/bohr
* spin multiplicity: 6
* charge: +2
* energy above the lowest of the compared OMol25 structures with the same formula, charge and spin: 133.0 kJ/mol
* E_tot: -3742.056673 Eh

Atoms and positions in Å:
Fe  -1.055  -1.509  3.964
C  -1.590  0.186  1.116
O  -0.399  -0.380  0.613
O  -1.614  -0.379  2.383
C  -1.596  1.710  1.029
F  -2.317  2.267  2.044
F  -0.357  2.211  1.116
F  -2.146  2.189  -0.090
C  -0.369  -0.597  -0.811
C  1.090  -0.600  -1.238
H  1.483  -1.567  -0.927
H  1.078  -0.551  -2.326
H  1.617  0.241  -0.794
H  -0.959  0.094  -1.418
H  -0.759  -1.605  -0.985
H  -2.389  -0.243  0.495
C  -2.667  0.422  6.159
O  -2.032  -0.182  5.248
N  -3.858  0.988  5.953
N  -2.182  0.458  7.415
H  -4.601  1.077  6.623
H  -4.209  0.917  4.994
H  -2.501  1.211  7.999
H  -1.372  -0.101  7.604
C  1.836  -2.318  2.529
O  0.717  -1.979  2.965
N  2.340  -3.560  2.639
N  2.677  -1.391  2.018
H  3.269  -3.781  2.335
H  1.733  -4.299  2.952
H  2.401  -0.425  2.038
H  3.634  -1.592  1.794
C  1.001  1.062  4.642
O  0.356  -0.009  4.497
N  1.248  1.876  3.605
N  1.429  1.414  5.859
H  0.656  1.821  2.794
H  1.628  2.778  3.845
H  1.186  0.874  6.666
H  2.004  2.237  5.916
C  -4.694  -1.975  -1.040
O  -4.922  -2.237  0.127
N  -4.484  -0.722  -1.565
N  -4.660  -2.904  -2.048
H  -4.392  0.117  -1.029
H  -4.592  -0.648  -2.559
H  -4.253  -2.741  -2.947
H  -4.893  -3.856  -1.825
C  2.352  3.530  -1.003
C  3.382  3.336  -2.109
C  3.298  2.002  -2.858
O  3.164  4.357  -3.102
H  2.542  4.468  -0.479
H  2.395  2.741  -0.255
H  1.401  3.693  -1.511
H  4.384  3.571  -1.733
H  3.289  1.201  -2.113
H  4.127  1.769  -3.530
H  2.427  2.024  -3.514
H  3.852  4.274  -3.767
C  5.245  -2.143  -5.894
C  4.694  -1.445  -4.659
C  3.190  -1.652  -4.533
O  5.381  -1.962  -3.511
H  6.284  -1.887  -6.101
H  4.687  -1.847  -6.786
H  5.171  -3.226  -5.786
H  4.952  -0.382  -4.694
H  2.816  -1.131  -3.654
H  2.954  -2.714  -4.594
H  2.716  -1.200  -5.407
H  6.293  -1.661  -3.508
C  2.688  -4.267  -1.061
C  2.429  -5.739  -1.041
C  3.486  -6.543  -1.793
O  2.352  -6.248  0.307
H  2.662  -3.876  -2.077
H  3.589  -3.938  -0.540
H  1.804  -3.924  -0.502
H  1.492  -5.986  -1.548
H  3.522  -6.526  -2.879
H  3.486  -7.573  -1.427
H  4.475  -6.233  -1.426
H  2.880  -5.618  0.806
C  -5.984  1.299  1.681
C  -5.582  1.515  3.116
C  -6.602  0.999  4.098
O  -4.363  0.673  3.248
H  -5.326  1.692  0.902
H  -6.907  1.893  1.645
H  -6.068  0.230  1.486
H  -5.379  2.580  3.274
H  -6.726  -0.085  4.107
H  -7.573  1.394  3.793
H  -6.443  1.288  5.135
H  -3.770  1.004  2.574
C  -1.419  5.257  -2.097
C  -0.668  4.648  -3.282
C  -0.830  3.132  -3.449
O  -1.159  5.279  -4.460
H  -0.847  6.125  -1.767
H  -1.507  4.553  -1.266
H  -2.411  5.623  -2.358
H  0.372  4.800  -2.988
H  -0.350  2.804  -4.372
H  -1.881  2.831  -3.444
H  -0.319  2.573  -2.659
H  -1.637  4.650  -5.005

Atom charges from the Löwdin analysis, given in e for atoms 1 to 2: 1.212, -0.278